# 1
{
  "formula": "C3H8O",
  "method": "wB97M-V/def2-TZVPD",
  "largest_force_ev_per_a": 1.484,
  "gap_ev": 10.926,
  "charge": 0,
  "e_above_lowest_kj_mol": 70.7,
  "symbols": ["C", "C", "O", "C", "H", "H", "H", "H", "H", "H", "H", "H"],
  "xyz": [[-0.4656, -1.2547, -0.9397], [-0.8675, 0.0762, -0.2393], [0.2358, 0.8950, 0.0074], [1.0537, 0.4765, 1.0705], [-1.2957, -1.7777, -1.4016], [0.2800, -1.0438, -1.7198], [-0.0023, -1.9331, -0.2242], [-1.4256, -0.0399, 0.6665], [-1.5655, 0.6922, -0.8418], [1.5648, -0.4901, 0.9192], [1.7854, 1.3136, 1.2266], [0.4487, 0.3307, 1.9676]],
  "atomic_forces_ev_per_a": [[0.181, 0.733, 0.389], [-0.427, -0.060, -1.420], [0.564, 0.268, -0.177], [0.475, 0.543, 0.304], [-0.267, 0.062, 0.033], [-0.260, 0.059, 0.191], [-0.002, -0.058, 0.021], [-0.277, -0.694, 0.933], [0.558, -0.439, -0.199], [0.055, 0.393, -0.348], [-0.547, -1.016, -0.009], [-0.053, 0.210, 0.283]]
}

# 2
{
  "formula": "C10H21N2",
  "method": "wB97M-V/def2-TZVPD",
  "largest_force_ev_per_a": 4.010,
  "gap_ev": 10.397,
  "charge": 1,
  "e_above_lowest_kj_mol": 144.5,
  "symbols": ["C", "N", "C", "C", "C", "C", "N", "C", "C", "C", "C", "C", "H", "H", "H", "H", "H", "H", "H", "H", "H", "H", "H", "H", "H", "H", "H", "H", "H", "H", "H", "H", "H"],
  "xyz": [[0.1141, -3.3977, 0.2401], [0.3598, -2.0456, -0.2635], [1.3256, -1.5486, -0.9791], [2.4942, -2.3119, -1.2758], [1.2107, 0.0132, -1.1906], [0.9633, 0.3241, -2.6778], [0.1470, 0.2953, -0.2606], [-0.0307, 1.4608, 0.2235], [-1.1230, 1.7239, 1.2070], [-2.2800, 2.2579, 0.3081], [-0.6366, 2.7153, 2.2679], [-1.7008, 0.4425, 1.7850], [1.0489, -3.7452, 0.6830], [-0.0714, -3.8642, -0.6827], [-0.6241, -3.3428, 0.9757], [-0.2593, -1.2514, -0.0819], [3.4021, -1.9996, -0.8302], [2.6862, -2.2371, -2.3213], [2.4991, -3.4309, -0.9349], [2.1543, 0.5713, -1.1185], [1.8769, 0.1350, -3.2152], [0.4559, 1.1466, -2.9492], [0.1916, -0.3506, -2.9180], [0.6331, 2.3519, 0.0490], [-2.1286, 1.6404, -0.5802], [-1.9903, 3.2883, 0.2084], [-3.1770, 2.1238, 0.8922], [-1.0979, 3.6965, 2.0133], [-1.0878, 2.4497, 3.2660], [0.3820, 2.7744, 2.4149], [-2.4353, 0.4436, 2.6590], [-0.9619, -0.2866, 2.0399], [-2.3401, -0.0423, 1.0467]],
  "atomic_forces_ev_per_a": [[2.626, 1.399, -0.841], [1.281, 0.832, -1.023], [-0.667, 0.745, 2.469], [0.776, -3.543, -0.150], [0.184, -0.453, -0.567], [0.335, -3.590, 1.373], [0.029, 2.697, -0.487], [0.864, -0.257, 0.667], [-0.630, -0.608, 0.425], [1.924, 0.019, 0.971], [-3.869, 0.374, 0.786], [-1.344, -1.215, 0.694], [-0.216, -0.296, -0.021], [-0.869, -1.826, -0.512], [-1.408, -0.209, 0.725], [-0.959, 0.327, 0.644], [0.755, 1.194, 0.703], [0.240, -0.284, -1.058], [-0.582, 1.966, -0.972], [0.131, -0.599, 1.515], [0.055, 0.079, -0.482], [-0.851, 3.909, -0.267], [-0.696, -1.584, -1.160], [-0.394, -0.853, -0.333], [-1.202, 0.500, -0.237], [-0.696, 0.630, -0.914], [-0.541, 0.135, -0.467], [0.824, -0.330, 0.324], [0.460, 0.212, -0.963], [2.275, 0.195, 0.038], [1.235, 1.004, -0.849], [0.744, -0.449, 0.382], [0.185, -0.124, -0.414]]
}

# 3
{
  "formula": "C26H54B2N4O6S2",
  "method": "wB97M-V/def2-TZVPD",
  "largest_force_ev_per_a": 3.834,
  "gap_ev": 7.639,
  "charge": 0,
  "symbols": ["C", "N", "C", "B", "O", "C", "S", "O", "S", "O", "O", "O", "C", "C", "C", "C", "C", "C", "C", "C", "C", "B", "O", "N", "C", "C", "H", "H", "H", "H", "H", "H", "H", "H", "H", "H", "H", "H", "H", "H", "H", "H", "H", "H", "H", "H", "H", "H", "H", "H", "C", "C", "N", "C", "C", "C", "C", "H", "H", "H", "H", "H", "H", "H", "H", "H", "H", "H", "H", "H", "H", "H", "C", "C", "N", "C", "C", "C", "C", "H", "H", "H", "H", "H", "H", "H", "H", "H", "H", "H", "H", "H", "H", "H"],
  "xyz": [[2.6317, 4.2696, -1.0199], [1.2778, 3.9833, -1.5318], [0.9812, 5.0432, -2.5303], [1.2032, 2.6729, -2.1687], [1.7871, 2.5370, -3.4404], [0.4582, 1.4070, -1.5257], [-0.6639, 0.9026, -2.9553], [-0.4544, 1.5979, -0.4475], [-0.9753, 0.0909, -0.0244], [-1.1111, 0.0065, 1.4122], [-2.2715, -0.2359, -0.5163], [0.1932, -0.7685, -0.7084], [1.2947, 0.1968, -1.0252], [2.1565, -0.5445, -2.0862], [3.6706, -0.4120, -1.8379], [4.5345, -0.7418, -3.0694], [5.7983, -1.2506, -2.8041], [6.6977, -1.5577, -3.8058], [6.2964, -1.3280, -5.1158], [5.0461, -0.8384, -5.3986], [4.1495, -0.5330, -4.3840], [1.9953, 0.3373, 0.4586], [2.6807, 1.4960, 0.8207], [1.8583, -0.7482, 1.4224], [1.7764, -0.2091, 2.8116], [3.0630, -1.6229, 1.4119], [2.6651, 5.3296, -0.7257], [2.8569, 3.6851, -0.1220], [3.3813, 4.1547, -1.8267], [0.2959, 4.6969, -3.3129], [1.9270, 5.3624, -3.0048], [0.5610, 5.9393, -2.0531], [2.5547, 1.9499, -3.4235], [0.1792, 0.6103, -3.9668], [1.9007, -0.1561, -3.0777], [1.8247, -1.5908, -2.0781], [3.9596, 0.6130, -1.5432], [3.9739, -1.1388, -1.0746], [6.1022, -1.4133, -1.7680], [7.6821, -1.9291, -3.5332], [6.9974, -1.5393, -5.9222], [4.7685, -0.6570, -6.4368], [3.1561, -0.1360, -4.5848], [3.5279, 1.5631, 0.3637], [1.5662, -1.0669, 3.4667], [2.7728, 0.1715, 3.0950], [0.9834, 0.5366, 2.9040], [3.1656, -2.1512, 2.3643], [3.9586, -0.9879, 1.2547], [2.9989, -2.3082, 0.5548], [1.6817, -5.7527, 3.1355], [0.8024, -4.5711, 2.7512], [-0.3243, -4.9266, 1.9093], [-1.0096, -3.7626, 1.3609], [-1.7132, -2.8103, 2.3318], [-1.1902, -5.9757, 2.4222], [-1.8651, -5.7496, 3.7810], [2.0659, -6.2625, 2.2502], [2.5349, -5.3997, 3.7185], [1.1493, -6.4780, 3.7523], [1.4272, -3.8629, 2.1985], [0.4855, -4.0553, 3.6709], [-1.7339, -4.0993, 0.6130], [-0.2723, -3.1809, 0.7951], [-2.6575, -3.2249, 2.6852], [-1.9378, -1.8745, 1.8149], [-1.0927, -2.5577, 3.1931], [-0.6073, -6.8991, 2.4818], [-1.9587, -6.1933, 1.6756], [-1.1898, -5.3097, 4.5161], [-2.2040, -6.7071, 4.1837], [-2.7463, -5.1162, 3.6966], [-5.9890, 2.7556, -1.7118], [-6.1050, 3.5570, -0.4235], [-5.8974, 2.7674, 0.7770], [-6.2410, 3.4836, 1.9944], [-5.4139, 4.7212, 2.3641], [-4.6522, 2.0127, 0.8276], [-3.3377, 2.7926, 0.7243], [-6.6959, 1.9245, -1.7237], [-6.2115, 3.4002, -2.5643], [-4.9830, 2.3603, -1.8607], [-7.1163, 3.9737, -0.3861], [-5.4166, 4.4141, -0.4799], [-6.2181, 2.7826, 2.8341], [-7.2897, 3.7907, 1.9139], [-4.4414, 4.4521, 2.7740], [-5.9344, 5.2900, 3.1387], [-5.2628, 5.3901, 1.5162], [-4.6704, 1.2713, 0.0255], [-4.6392, 1.4143, 1.7425], [-3.3706, 3.5749, -0.0365], [-2.5355, 2.1084, 0.4516], [-3.0562, 3.2442, 1.6748]],
  "atomic_forces_ev_per_a": [[-0.256, 0.311, 0.312], [-0.337, 0.285, -0.530], [0.371, 0.152, -0.058], [0.237, 0.742, 0.179], [0.352, -0.319, 0.814], [1.167, -0.801, -0.858], [-0.520, 0.173, -0.225], [0.155, -1.035, -0.120], [-2.671, -0.991, 2.566], [2.669, 1.051, -0.623], [0.450, 0.091, -2.320], [-1.131, 1.253, 0.465], [0.037, -1.175, -0.029], [-0.138, 0.660, 0.341], [0.051, -0.426, -1.036], [-0.311, 0.006, 0.775], [0.435, -0.229, 0.526], [-0.313, 0.291, 0.086], [1.096, -0.453, -0.268], [-0.569, 0.424, -0.649], [-0.103, 0.033, 0.396], [0.224, 0.301, 0.135], [0.041, -0.491, -0.321], [0.388, 0.302, 0.830], [0.388, -0.547, -0.295], [-0.247, 0.607, -1.116], [-0.042, -0.305, 0.002], [0.025, -0.007, -0.346], [0.028, -0.146, 0.343], [0.080, 0.083, 0.235], [-0.385, -0.110, -0.192], [-0.031, -0.361, 0.070], [-0.184, -0.074, -0.332], [0.155, 0.331, 0.435], [-0.007, -0.108, 0.242], [0.314, 0.200, 0.007], [-0.244, -0.281, 0.165], [-0.049, 0.527, 0.105], [-0.151, 0.047, -0.186], [-0.151, 0.003, -0.285], [-0.232, 0.040, 0.077], [0.020, -0.084, 0.241], [0.250, -0.109, -0.292], [-0.169, 0.346, -0.024], [-0.178, 0.304, -0.103], [-0.432, 0.313, 0.182], [0.244, -0.105, 0.016], [-0.159, -0.033, -0.317], [0.073, -0.416, 0.345], [0.076, -0.142, 0.413], [-0.003, -0.015, 0.040], [0.046, -0.087, 0.130], [-0.049, 0.005, -0.252], [0.044, 0.235, -0.167], [-0.245, 0.008, -0.159], [0.081, -0.246, 0.125], [-0.177, -0.128, 0.012], [-0.077, -0.020, -0.006], [-0.012, 0.009, -0.010], [0.019, -0.009, -0.019], [-0.187, 0.084, -0.064], [0.062, 0.038, 0.052], [0.009, -0.141, 0.077], [0.108, -0.062, 0.108], [0.050, -0.021, 0.097], [-0.043, -0.322, 0.204], [0.006, -0.009, -0.009], [0.086, 0.075, 0.019], [0.033, 0.192, -0.065], [0.021, 0.019, -0.035], [0.026, -0.005, -0.005], [0.071, 0.098, 0.055], [0.067, 0.002, -0.041], [0.056, -0.011, -0.122], [-0.105, -0.061, 0.207], [-0.210, 0.080, 0.078], [0.010, 0.031, 0.187], [0.118, -0.189, -0.218], [0.106, -0.084, 0.113], [0.050, -0.025, 0.059], [-0.012, 0.007, 0.024], [-0.024, -0.024, 0.005], [0.035, 0.027, 0.179], [-0.003, 0.051, -0.065], [0.100, -0.077, -0.086], [0.027, -0.008, -0.139], [0.037, 0.020, -0.091], [-0.023, -0.013, -0.027], [0.005, -0.033, -0.013], [-0.040, 0.073, -0.036], [-0.121, 0.125, 0.064], [-0.038, -0.006, -0.002], [-0.212, 0.180, 0.065], [-0.009, 0.104, -0.048]]
}

# 4
{
  "formula": "C3H2OS3",
  "method": "wB97M-V/def2-TZVPD",
  "largest_force_ev_per_a": 1.733,
  "gap_ev": 6.891,
  "charge": 0,
  "e_above_lowest_kj_mol": 160.9,
  "symbols": ["O", "C", "C", "S", "C", "S", "S", "H", "H"],
  "xyz": [[1.6417, 0.1709, 0.0928], [0.4852, -0.1531, 0.0253], [-0.0682, -1.5709, 0.1249], [0.7792, -2.8414, -0.2142], [-0.6266, 0.8856, -0.2091], [-2.2048, 0.4764, -0.3901], [-0.0749, 2.5126, -0.0883], [-1.1069, -1.6616, 0.3988], [1.1753, 2.1815, 0.2598]],
  "atomic_forces_ev_per_a": [[-0.364, -0.533, 0.099], [-0.713, -0.271, -0.274], [-0.074, 1.189, 0.278], [1.072, -1.306, -0.383], [-0.394, 0.217, 0.591], [0.753, 0.341, -0.224], [-0.345, 0.172, -0.141], [-0.103, 0.185, 0.166], [0.168, 0.007, -0.111]]
}

# 5
{
  "formula": "C4H13N2O",
  "method": "wB97M-V/def2-TZVPD",
  "largest_force_ev_per_a": 5.900,
  "gap_ev": 4.654,
  "charge": 1,
  "e_above_lowest_kj_mol": 2464.1,
  "symbols": ["C", "C", "C", "C", "N", "N", "H", "H", "H", "H", "H", "H", "H", "H", "H", "H", "H", "H", "H", "O"],
  "xyz": [[1.6878, 3.7130, 1.1426], [0.6300, 3.6244, -0.4206], [-0.4259, 2.4789, -0.4137], [-1.9438, 2.1607, 0.1822], [-3.0790, 3.1437, -0.3496], [0.0631, 1.7836, -1.8453], [1.4213, 4.6341, 1.5112], [1.4655, 2.7825, 1.8577], [2.7063, 3.5006, 0.6276], [0.1782, 4.4081, -1.2207], [1.7481, 2.6704, -0.5959], [-1.8251, 2.5277, 1.4985], [-3.3122, 2.8357, -1.2522], [-2.2593, 1.1762, -0.0475], [-4.0173, 3.5516, 0.0782], [0.7741, 2.2658, -2.6714], [0.8529, 1.0518, -1.8865], [1.9839, -18.5089, 0.9613], [2.3029, -20.1141, 1.5489], [1.0487, -9.6859, 1.2953]],
  "atomic_forces_ev_per_a": [[-0.555, -3.652, -2.333], [2.273, -4.432, 1.945], [1.716, 0.884, -5.576], [-0.505, 4.631, 3.405], [1.121, 0.053, 1.154], [0.988, -0.612, -0.342], [0.177, 1.971, 1.331], [0.083, 2.213, -1.721], [-1.747, 1.232, 1.511], [1.797, -1.247, 2.130], [-3.379, 3.499, -1.217], [-0.259, -1.739, -4.243], [-0.253, -0.425, -1.326], [0.353, -1.079, 0.193], [3.332, -1.638, 0.076], [-2.763, 0.665, 3.488], [-2.379, -0.323, 1.526], [0.686, -3.451, 1.263], [-0.686, 3.451, -1.263], [0.000, 0.000, 0.000]]
}

# 6
{
  "formula": "C6H20AgFO6",
  "method": "wB97M-V/def2-TZVPD",
  "largest_force_ev_per_a": 2.259,
  "gap_ev": 8.895,
  "charge": 0,
  "e_above_lowest_kj_mol": 101.9,
  "symbols": ["Ag", "F", "C", "O", "H", "H", "H", "H", "C", "O", "H", "H", "H", "H", "C", "C", "O", "O", "H", "H", "H", "H", "H", "H", "C", "C", "O", "O", "H", "H", "H", "H", "H", "H"],
  "xyz": [[-0.1536, 1.0802, 0.4355], [-2.3737, 0.1521, 0.7063], [2.0209, -1.2152, 1.6382], [1.7499, -0.1351, 0.8050], [2.9702, -1.0663, 2.1528], [1.3527, -1.4563, 2.4649], [2.0684, -2.1074, 1.0138], [2.3600, -0.1685, 0.0645], [0.8804, 3.1061, 3.5059], [0.7318, 2.1515, 2.4329], [1.0522, 2.4260, 4.3402], [1.7582, 3.7330, 3.3488], [0.0595, 3.7166, 3.8818], [0.5322, 1.3547, 2.9298], [-0.1079, 2.0005, -2.7165], [-0.7701, 0.6523, -2.6411], [-0.1650, -0.2095, -1.7409], [-0.2381, 2.7366, -1.5338], [-0.7199, 2.6349, -3.3577], [0.9160, 1.9842, -3.0899], [-1.0211, 0.2115, -3.6059], [-1.7611, 0.9088, -2.2667], [-0.6593, -1.0304, -1.6828], [0.1867, 3.5861, -1.6738], [-0.4451, -2.6903, -0.3086], [-1.9093, -2.7460, -0.4781], [-2.3505, -1.6826, -1.3205], [0.2681, -2.8012, -1.4986], [-0.0628, -3.4686, 0.3519], [-0.1575, -1.7670, 0.1944], [-2.3942, -2.6601, 0.4943], [-2.2048, -3.7139, -0.8830], [-2.5717, -1.0007, -0.6820], [1.1584, -2.5158, -1.2809]],
  "atomic_forces_ev_per_a": [[-1.690, -0.047, -0.301], [0.868, -0.004, -0.387], [1.312, -1.462, 0.448], [-0.258, 0.708, 0.078], [0.353, -0.099, -0.157], [-0.847, 0.756, -0.481], [0.179, -0.349, 0.292], [-0.051, 0.068, -0.054], [0.807, -0.990, 1.056], [-0.470, 0.861, 0.418], [0.578, 0.600, 0.602], [-0.104, -0.102, -0.172], [-0.604, -0.017, -1.088], [-0.131, -0.247, -0.487], [-0.461, 0.463, -1.685], [-1.672, 0.816, 0.485], [1.857, 0.825, -0.035], [0.503, -0.151, 1.963], [0.119, -0.629, -1.224], [0.229, -0.164, 0.123], [0.781, -0.019, -0.353], [-0.446, -0.044, 0.292], [-0.681, -0.196, -0.278], [-0.006, 0.031, 0.188], [1.157, -0.231, 1.926], [-0.854, -0.141, -0.334], [0.101, -1.336, -0.334], [0.301, -0.342, -1.170], [-0.479, -0.442, 0.423], [-0.337, 0.365, 0.048], [0.125, 0.042, 0.154], [-0.072, 0.031, -0.371], [-0.205, 1.427, 0.827], [0.096, 0.018, -0.417]]
}

Number 1: E_tot -5287.418 eV. Number 2: E_tot -13682.245 eV. Number 3: E_tot -69106.050 eV. Number 4: E_tot -37694.715 eV. Number 5: E_tot -9356.046 eV. Number 6: E_tot -25544.733 eV.